A molecular structure, C18H20N4O3ReS2, computed with wB97M-V/def2-TZVPD.

```
48
Properties=species:S:1:pos:R:3:forces:R:3
Re -0.355710 -1.369742 -1.134937 -0.06 -0.13 0.08
C 2.140266 -1.065722 2.398309 0.01 -0.01 -0.01
C 1.032740 -1.542796 1.514525 0.05 0.04 0.03
N 0.982935 -1.026072 0.288462 0.11 0.09 -0.07
N 2.053680 -0.168809 -0.039780 -0.09 -0.04 0.07
C 2.398537 -0.268104 -1.270823 0.08 0.00 -0.04
S 1.522938 -1.390015 -2.343981 -0.05 0.01 0.06
S 3.626357 0.717633 -1.993740 0.00 0.03 -0.03
C 3.581091 2.145513 -0.859401 -0.01 -0.05 0.05
C 2.246946 2.844983 -0.892695 -0.02 0.00 0.07
C 1.475615 2.944304 0.265827 0.00 -0.01 -0.03
C 0.247942 3.601148 0.247912 0.01 0.00 -0.03
C -0.218094 4.168280 -0.934165 0.00 -0.01 0.03
C 0.545647 4.072377 -2.093134 0.02 -0.01 -0.04
C 1.768687 3.411937 -2.072453 -0.03 0.02 -0.01
C 0.140575 -2.592103 1.921534 -0.04 -0.03 -0.09
C 0.103115 -3.024451 3.271709 0.02 0.03 -0.02
C -0.623668 -4.117599 3.657077 -0.03 -0.04 0.01
C -1.333108 -4.860766 2.704826 0.01 0.02 0.02
C -1.339516 -4.474708 1.385738 -0.01 0.00 0.00
C -0.635405 -3.338868 0.995904 0.02 -0.02 0.09
O -0.734139 -2.999964 -0.301048 0.02 0.12 -0.12
H 3.094748 -1.363117 1.959497 0.00 -0.01 0.00
H 2.085957 -1.475756 3.396174 -0.01 0.00 0.01
H 2.146249 0.022170 2.441360 -0.01 0.00 0.00
H 4.379560 2.793433 -1.222776 0.01 -0.02 -0.03
H 3.843801 1.811856 0.141366 0.00 0.03 0.01
H 1.851618 2.529154 1.192572 0.01 0.00 0.00
H -0.322513 3.700268 1.162545 0.00 0.01 0.00
H -1.146803 4.726337 -0.940809 0.00 0.01 0.01
H 0.207754 4.545823 -3.006470 0.00 0.00 0.00
H 2.365397 3.359127 -2.975917 0.00 0.00 0.00
H 0.640837 -2.473786 4.026502 0.00 0.00 0.01
H -0.642845 -4.414579 4.695905 0.01 0.01 0.00
H -1.885908 -5.739250 3.009458 0.00 0.00 -0.01
H -1.887993 -5.022291 0.632029 0.00 0.00 0.00
C -4.957397 -0.283697 -1.608060 -0.02 -0.01 0.01
O -3.888830 0.725873 -1.680492 0.03 -0.03 0.00
C -2.674224 0.348515 -1.569446 0.09 -0.02 -0.04
O -2.313981 -0.861111 -1.384492 -0.04 0.08 -0.01
N -1.734184 1.289112 -1.655197 0.01 0.04 -0.02
N -0.401852 0.847439 -1.557019 -0.09 -0.07 0.06
H -5.869358 0.286917 -1.727508 0.00 0.01 0.00
H -4.918405 -0.769481 -0.638157 0.00 0.00 0.00
H -4.827474 -0.994338 -2.418215 0.01 0.00 0.00
H -1.925973 2.277327 -1.769819 -0.03 -0.02 0.01
H 0.063058 1.374340 -0.801930 0.02 -0.01 -0.01
H 0.091331 1.093257 -2.416768 -0.01 0.01 -0.02
```
Positions in Å, forces in eV/Å.

## Properties
Energy above the lowest of the compared OMol25 structures with the same formula, charge and spin: 0.0 kcal per mole
Total charge: +2
Molar mass: 590.724 g/mol
2S+1: 2
E_HOMO (alpha / beta): -0.537 / -0.540 hartree
Orbital gap (alpha / beta): 6.78 / 6.92 eV
Lowest unoccupied orbital energy (alpha / beta): -7.84 / -7.76 eV
DFT total energy: -54878.9724 eV

***

A molecular structure, C18H21AsCl5F9HgN2OPSSi2, computed with wB97M-V/def2-TZVPD.

```
62
Properties=species:S:1:pos:R:3:forces:R:3
Hg 0.957079 -0.299889 -0.717725 1.27 0.01 -0.56
F -1.810492 -3.705659 2.780405 0.08 0.24 -0.11
C -0.581183 -4.010216 3.223568 -0.33 -0.52 0.32
F -0.722678 -4.243101 4.546516 0.21 0.23 0.20
F -0.271443 -5.207860 2.689850 0.16 -0.06 -0.19
C 0.452917 -2.967242 2.930390 -0.12 0.12 -0.09
C 1.239874 -2.454886 3.938028 0.13 0.11 -0.28
C 2.183397 -1.472028 3.629542 -0.10 -0.08 -0.07
C 2.217240 -0.991686 2.336113 0.24 0.10 0.41
N 1.462544 -1.470374 1.360251 -0.68 -0.36 -0.15
C 0.612365 -2.483513 1.603713 0.18 0.29 0.15
S -0.165668 -3.292497 0.286199 -0.54 -0.51 0.21
H 1.124988 -2.804592 4.955213 -0.03 -0.05 -0.04
H 2.856101 -1.082928 4.373585 0.03 0.10 0.13
H 2.886048 -0.187397 2.051648 0.02 0.06 0.05
Cl 2.658755 2.442908 0.290783 -0.03 0.18 0.14
C 3.579218 1.549638 -0.868320 -0.10 -0.30 -0.22
C 3.010033 0.393970 -1.390160 -0.49 0.09 0.29
C 3.765655 -0.318439 -2.316679 -0.28 0.13 0.26
Cl 3.089073 -1.767735 -2.964727 -0.04 -0.15 -0.15
C 5.032348 0.093106 -2.721008 -0.07 0.01 0.10
Cl 5.935496 -0.812583 -3.868484 0.04 -0.12 -0.10
C 5.572891 1.252525 -2.175840 -0.12 0.04 0.02
Cl 7.143069 1.766425 -2.644977 0.16 0.08 -0.04
C 4.841103 1.995089 -1.252162 0.02 -0.09 0.03
Cl 5.517417 3.431431 -0.593752 0.01 0.15 0.11
O -0.844085 -2.307863 -1.934780 -0.74 0.22 -0.29
N 0.304742 -2.537380 -1.116073 0.76 0.65 -0.46
C -5.016181 0.131896 -2.595581 0.81 -0.34 0.38
Si -3.699233 -1.197736 -2.173641 -0.94 -0.52 -0.09
C -3.571522 -2.424473 -3.655168 0.25 0.58 0.68
C -4.163270 -2.201209 -0.606328 0.45 0.52 -0.54
As -1.408831 -0.521265 -1.904445 0.11 -0.99 -0.18
Si -0.851300 0.215799 -4.105990 0.47 0.64 -1.35
C -2.299699 1.130113 -4.972729 0.36 -0.40 0.60
C -0.252593 -1.179173 -5.280715 -0.34 0.27 0.79
C 0.599534 1.464312 -3.944444 -0.54 -0.50 0.23
H -5.915060 -0.349672 -2.970890 -0.10 -0.23 -0.07
H -4.669469 0.837754 -3.343594 0.11 0.03 -0.13
H -5.273852 0.707070 -1.713070 0.01 0.08 0.20
H -4.441822 -3.069165 -3.713170 -0.28 -0.09 0.08
H -2.692461 -3.047429 -3.514079 0.13 -0.13 0.03
H -3.468922 -1.909710 -4.605487 0.00 0.17 -0.16
H -5.174585 -2.597976 -0.649007 -0.18 0.02 -0.16
H -4.074850 -1.581060 0.282253 -0.01 0.13 0.07
H -3.475943 -3.037197 -0.491704 0.12 -0.07 -0.05
H -3.101577 0.458410 -5.266350 -0.10 -0.17 -0.03
H -1.946184 1.638444 -5.863734 0.22 0.03 -0.20
H -2.718807 1.881608 -4.311655 -0.06 0.15 0.16
H -1.036292 -1.906434 -5.467458 -0.17 -0.13 -0.02
H 0.586030 -1.709716 -4.839822 0.15 -0.08 0.11
H 0.068162 -0.774739 -6.236525 0.02 0.25 -0.11
H 0.469240 2.081320 -3.056796 0.00 0.08 0.12
H 0.681920 2.132308 -4.797855 -0.15 0.01 -0.23
H 1.545600 0.933589 -3.854624 0.10 -0.10 0.08
F -1.080483 1.771197 0.238874 -0.17 0.18 -0.08
P -2.514070 2.421944 -0.208544 0.10 -0.19 0.09
F -3.929439 3.017246 -0.696218 0.10 -0.01 0.09
F -2.845136 2.757240 1.322436 -0.02 0.08 -0.11
F -1.794367 3.840153 -0.434910 -0.14 -0.09 0.05
F -3.198223 0.939254 -0.043921 -0.02 0.27 0.09
F -2.179064 2.021572 -1.783631 0.11 -0.07 0.02
```
Positions in Å, forces in eV/Å.

## Properties
Energy above the lowest of the compared OMol25 structures with the same formula, charge and spin: 40.1 kcal per mole
Total charge: -1
Molar mass: 1024.351 g/mol
2S+1: 1
E_HOMO: -0.179 hartree
Orbital gap: 7.00 eV
Lowest unoccupied orbital energy: 2.13 eV
DFT total energy: -212005.9363 eV

***

C18H21BO6 in the gas phase, computed with wB97M-V/def2-TZVPD.

```
46
Properties=species:S:1:pos:R:3:forces:R:3
O 3.204418 1.861449 4.675077 0.23 -0.25 -0.81
O 3.666329 3.350243 2.761241 -0.08 -0.18 0.91
O -2.566922 0.130346 0.167986 0.98 -0.18 -1.33
O -2.321258 -0.753214 -4.656750 1.53 1.60 1.60
O -3.896797 -0.410237 -2.306310 1.61 0.51 0.73
O 2.454066 -0.705686 3.980124 0.00 0.64 -0.09
B 3.237205 2.148425 3.314885 0.10 0.53 1.23
C 1.712448 0.731625 -2.401622 0.41 0.13 0.93
C 2.585737 0.916668 -1.381966 -0.95 -0.03 -2.50
C 1.920027 -1.110906 1.652469 0.45 0.45 1.68
C 1.965433 -0.734897 0.350795 0.09 0.17 -0.98
C -0.475858 0.429747 -1.127283 0.54 -0.03 0.84
C -0.412446 -0.023021 -3.435773 0.56 0.28 0.41
C 2.713387 1.429686 0.982687 0.27 -0.23 0.37
C -1.812760 0.116749 -1.041089 -1.38 -0.22 -0.22
C -1.750971 -0.354043 -3.424427 -1.41 -0.13 -0.32
C -2.510585 -0.200513 -2.229023 -0.58 -0.64 -0.60
C 2.389283 -0.226654 2.689595 -1.12 -1.25 -1.73
C 2.728753 1.077466 2.335535 0.27 -0.34 0.02
C 0.298827 0.364851 -2.282232 -1.59 -0.48 -1.00
C 2.393305 0.543106 -0.007252 0.09 -0.06 0.45
C -1.881682 -0.294240 1.307733 1.15 -0.12 0.83
C -3.401049 -1.631097 -4.601621 -0.83 -0.44 -0.21
C -4.617932 0.259583 -1.282676 -0.40 0.52 0.56
C 1.655741 -1.848991 4.253810 -0.08 -0.24 0.64
H 2.979770 0.901115 4.763823 0.11 1.04 0.15
H 3.962519 4.051057 3.369109 -0.25 -0.67 -0.17
H 2.062626 0.893355 -3.421094 -0.11 0.19 0.21
H 3.510906 1.378412 -1.684625 0.45 -0.05 0.24
H 1.552652 -2.090148 1.901387 0.07 -0.15 -0.03
H 1.684139 -1.407205 -0.458736 -0.01 -0.05 0.32
H 0.004545 0.693674 -0.218507 0.23 0.29 0.64
H 0.084227 0.013757 -4.382451 0.22 -0.30 -0.50
H 3.034146 2.421021 0.709766 0.03 0.20 0.04
H -1.254283 0.513276 1.712667 -0.08 -0.13 0.02
H -1.221171 -1.139602 1.091842 0.02 0.00 -0.10
H -2.556411 -0.624607 2.109361 -0.27 0.30 -0.53
H -4.305851 -1.158328 -4.199573 0.37 -0.42 -0.10
H -3.595320 -1.894320 -5.632009 0.01 -0.27 -0.27
H -3.108135 -2.523376 -4.041384 -0.35 -0.06 0.08
H -4.041150 1.096571 -0.876807 -0.46 -0.12 -0.29
H -4.865854 -0.402956 -0.452702 0.15 -0.09 -0.08
H -5.549653 0.639198 -1.673350 -0.25 0.00 -0.56
H 2.066041 -2.734870 3.750435 -0.32 0.22 0.07
H 1.674422 -2.043279 5.333246 0.31 0.28 -0.25
H 0.605137 -1.649187 4.005689 0.25 -0.21 -0.29
```
Positions in Å, forces in eV/Å.

## Properties
Energy above the lowest of the compared OMol25 structures with the same formula, charge and spin: 0.0 kcal per mole
Total charge: 0
Molar mass: 344.172 g/mol
2S+1: 1
E_HOMO: -0.283 hartree
SMILES: COc1ccc(/C=C\c2cc(OC)c(OC)c(OC)c2)cc1B(O)O
Orbital gap: 8.15 eV
Lowest unoccupied orbital energy: 0.46 eV
DFT total energy: -31968.0547 eV

***

A gas-phase ion, C18H21BrClO3 (charge -1), computed with wB97M-V/def2-TZVPD.

```
44
Properties=species:S:1:pos:R:3:forces:R:3
C 2.247073 -2.644329 1.309878 0.21 -0.37 -0.71
C 2.095206 -3.127393 -0.163926 -0.87 0.38 0.56
C 0.913355 -2.386175 -0.853717 0.32 0.10 -0.03
C 1.342816 -1.153283 -1.714395 -0.76 0.15 -0.04
C 0.732513 -1.153501 -3.154823 -0.06 0.38 0.37
C 1.021371 0.159242 -0.961245 0.21 -0.70 -0.62
C 2.124091 0.929417 -0.614645 0.79 0.27 0.24
C 2.001408 2.109834 0.088426 -0.40 0.03 0.10
C 0.727583 2.524651 0.428528 -0.64 0.42 0.12
C -0.437572 1.789045 0.047334 -0.56 0.79 -0.47
C -0.299434 0.552223 -0.655704 0.89 0.55 0.27
C -1.458484 -0.329107 -1.057105 -0.35 0.28 0.15
C -2.427446 -0.669226 0.104670 0.53 -0.21 0.42
C -1.756744 -0.878042 1.477249 -0.28 -0.51 -0.32
Cl -3.236931 -2.255065 -0.350523 0.03 0.36 0.17
C -1.742063 2.437215 0.458316 -1.02 -1.27 -0.19
O -2.854227 2.554570 -0.213070 4.30 2.82 2.43
C -1.690339 3.074500 1.774311 0.04 -0.71 0.60
O -2.774557 3.022854 2.657015 0.17 -0.16 -0.53
C -0.587136 3.749250 2.151706 0.70 0.17 -0.11
C 0.568393 3.790238 1.227436 -0.42 0.13 0.04
O 1.325983 4.751852 1.120986 -0.03 -0.70 0.30
H 1.288239 -2.654994 1.845600 0.23 -0.15 -0.15
H 2.608655 -1.605794 1.310257 0.03 -0.31 0.16
H 2.958366 -3.322283 1.806559 -0.14 0.48 0.16
H 1.854537 -4.202878 -0.179694 0.39 0.27 0.05
H 3.052366 -2.939639 -0.672038 -0.32 -0.27 -0.08
H 0.286655 -3.081952 -1.438277 0.40 0.19 0.05
H 0.256037 -2.024939 -0.052800 0.18 -0.20 -0.27
H 2.435145 -1.183900 -1.859706 -0.35 -0.06 0.24
H 1.448671 -0.680798 -3.842373 -0.19 -0.41 0.00
H 0.457007 -2.174294 -3.456377 0.33 0.29 -0.17
H -0.180423 -0.544061 -3.221653 0.29 -0.23 0.09
H 3.146213 0.615410 -0.846116 -0.42 -0.23 -0.15
H 2.856367 2.708378 0.400987 -0.19 -0.13 -0.16
H -1.137164 -1.276506 -1.499316 0.13 0.35 0.36
H -1.992069 0.190126 -1.865897 -0.23 -0.17 0.40
H -3.248755 0.035788 0.232045 0.16 -0.06 -0.42
H -1.025163 -1.694281 1.399122 -0.15 0.24 0.25
H -1.254130 0.025101 1.848874 -0.18 -0.18 -0.23
H -2.543570 -1.182314 2.183654 0.34 0.11 -0.09
H -2.551471 2.305524 3.266171 -0.24 0.16 -0.09
H -0.538121 4.260042 3.114431 -0.09 0.12 -0.43
Br -4.012253 1.579496 -1.580154 -2.78 -2.01 -2.28
```
Positions in Å, forces in eV/Å.

## Properties
Energy above the lowest of the compared OMol25 structures with the same formula, charge and spin: 0.0 kcal per mole
Total charge: -1
Molar mass: 400.720 g/mol
2S+1: 1
E_HOMO: -0.107 hartree
SMILES: CCC[C@@H](C)c1ccc2c([O-])cc(O)c(OBr)c2c1C[C@H](C)Cl
Orbital gap: 5.25 eV
Lowest unoccupied orbital energy: 2.34 eV
DFT total energy: -107713.1531 eV